(1)
Entry from OMol25: a 18-piece molecular cluster, C21H63NO22S overall at a distorted geometry (ωB97M-V with the def2-TZVPD basis set).

The geometry in ORCA input format:
```
! RIJCOSX wB97M-V def2-TZVPD def2/J DEFGRID3
* xyz 0 1
C -1.4931 1.9189 6.4347
C -1.0245 2.8530 5.2020
C -0.4323 4.3219 5.5055
C -1.1128 2.4298 3.8195
C -2.2194 3.0469 2.8134
C -3.1386 1.8988 2.1305
C -2.3959 1.2197 0.8485
C -3.4340 0.8746 -0.3217
C -1.4220 0.0254 1.2983
C -1.8061 -1.4368 0.7691
C -0.9238 -1.8109 -0.5327
C -0.3955 -3.2759 -0.6713
C 0.5084 -3.7695 -1.8508
C 0.8873 -2.7166 -2.9132
C 0.3297 -1.2648 -2.7914
C -0.5615 -0.7674 -1.6395
C 0.9102 -0.5516 -4.0894
O 0.4068 0.3975 -4.7235
N 2.1423 -1.3264 -4.3797
C 3.2832 -1.0793 -3.4479
C 4.3698 -0.0257 -3.9747
C 3.7663 1.2933 -4.6543
S 2.8882 2.4375 -3.4855
O 2.5209 1.7589 -2.1732
O 1.6695 3.0599 -4.1479
O 3.8575 3.7635 -3.0369
C 1.7948 -2.7771 -4.2177
O 2.1898 -3.7177 -4.9323
H -2.6363 1.7916 6.3450
H -0.9885 0.8899 6.3872
H -1.2434 2.4260 7.4291
H 0.0190 4.7598 4.5467
H -1.2718 4.9792 5.9343
H 0.3968 4.2286 6.3046
H -0.3432 1.6349 3.4674
H -2.9126 3.7016 3.4581
H -1.6791 3.7028 2.0445
H -3.3856 1.0889 2.8952
H -4.0877 2.4341 1.7692
H -1.7130 2.0618 0.4389
H -4.1034 1.8084 -0.4476
H -4.1297 0.0513 0.0611
H -2.9720 0.6695 -1.3415
H -0.3358 0.2383 0.9662
H -1.3940 -0.0181 2.4499
H -1.4486 -2.1828 1.5795
H -2.9179 -1.6386 0.6333
H -0.6790 -4.0353 0.1287
H 0.8948 -4.8342 -1.9555
H -0.9001 0.3151 -1.6031
H 3.8309 -2.0930 -3.3366
H 2.9863 -0.7672 -2.3910
H 5.0469 -0.5581 -4.7323
H 4.9970 0.2799 -3.0562
H 3.1279 1.0667 -5.5858
H 4.6703 1.8898 -5.0565
H 3.2909 4.2254 -2.3626
O -4.5067 0.9889 7.5548
H -4.7093 0.0986 7.8793
H -4.2911 1.4866 8.3551
O 5.4857 1.6785 -7.1386
H 5.0831 1.5168 -8.0006
H 5.5882 2.6393 -7.1061
O 0.7258 -5.4579 0.9043
H 1.6314 -5.5667 0.5762
H 0.2851 -6.2818 0.6533
O -6.6423 2.9030 8.4604
H -7.1091 2.4844 9.1939
H -6.2258 2.1636 7.9947
O -5.3126 -1.4598 6.7104
H -4.6991 -1.4570 5.9646
H -5.8981 -2.2047 6.5287
O 2.9927 -6.4591 -0.4566
H 3.8980 -6.5632 -0.7813
H 2.5562 -7.2830 -0.7087
O 5.6589 -5.1285 -0.2564
H 5.4734 -4.2382 -0.5808
H 5.4486 -5.0824 0.6848
O -4.3597 2.6060 -2.8438
H -3.5781 2.4658 -3.3935
H -4.6170 3.5169 -3.0325
O -1.3700 0.5064 -7.1153
H -0.9319 0.4038 -6.2590
H -1.2307 1.4342 -7.3382
O -6.9281 1.7839 5.2354
H -6.2012 1.7147 5.8683
H -7.6954 1.4660 5.7258
O 2.5544 -0.1198 0.6573
H 2.1496 -0.2810 -0.2054
H 2.6621 0.8390 0.6877
O -1.3461 -5.1259 -4.1943
H -0.5622 -5.2625 -4.7416
H -1.6053 -4.2151 -4.3813
O 7.1116 3.7528 -8.6215
H 7.6096 4.5460 -8.8540
H 7.3886 3.1018 -9.2780
O -3.5500 4.4767 0.5686
H -3.9563 4.3279 -0.2951
H -3.4331 5.4341 0.6104
O -0.9418 -7.5093 1.7503
H -0.7852 -6.7089 2.2696
H -1.4852 -8.0597 2.3269
O 7.0982 -0.4189 -2.3262
H 7.5970 0.3742 -2.5590
H 7.3752 -1.0699 -2.9831
O 1.8161 0.7519 3.8558
H 2.3275 1.5379 3.6284
H 2.0769 0.1021 3.1889
*
```

## Properties
**Kohn-Sham gap**: 5.9 eV
**HOMO level**: -6.24 eV
**Lowest unoccupied orbital energy**: -0.013 Ha

***

(2)
Entry from OMol25: a 9-piece molecular cluster, C21H64N14O9 overall at a distorted geometry (ωB97M-V with the def2-TZVPD basis set).

The geometry in ORCA input format:
```
! RIJCOSX wB97M-V def2-TZVPD def2/J DEFGRID3
* xyz 0 1
C -2.4593 3.3980 -3.9319
O -1.1843 3.9425 -4.2811
C -0.4428 4.0468 -3.1298
C 0.8748 4.7378 -3.3718
C 1.8348 3.8624 -4.2104
N 1.4916 5.0247 -2.1080
H -2.4457 2.3732 -3.5615
H -3.1152 3.3274 -4.8278
H -3.0385 4.0758 -3.2358
H -1.0626 4.5411 -2.4127
H -0.1841 3.1145 -2.6522
H 0.5859 5.6481 -3.9393
H 1.3264 3.5539 -5.1113
H 1.9739 2.9158 -3.8109
H 2.7758 4.3825 -4.4534
H 0.9060 5.4378 -1.3953
H 2.0238 4.2229 -1.7870
C -3.1023 -2.1532 -1.6601
O -3.7496 -2.4609 -0.4273
C -4.7808 -3.3647 -0.6031
C -5.2044 -4.0644 0.6071
C -5.7124 -3.1696 1.7793
N -4.2025 -5.0254 1.0031
H -2.4459 -2.9391 -2.0371
H -2.4227 -1.2539 -1.4678
H -3.7705 -1.9010 -2.4858
H -5.6856 -2.7932 -1.0923
H -4.5077 -4.0533 -1.3857
H -6.0404 -4.6734 0.3057
H -4.7645 -2.7386 2.0482
H -6.0992 -3.8661 2.5170
H -6.3558 -2.4527 1.4044
H -3.3980 -4.5110 1.3692
H -3.8514 -5.5857 0.3052
C 2.0930 1.1179 5.3831
O 2.0264 0.9634 4.0163
C 2.6956 -0.1819 3.5306
C 4.0947 0.0555 3.0290
C 4.1009 1.1083 1.8297
N 4.7814 -1.2029 2.9324
H 1.1555 0.8061 5.8084
H 2.2105 2.1303 5.7299
H 2.8982 0.4989 5.7799
H 2.7373 -0.8819 4.3318
H 2.0015 -0.5638 2.7511
H 4.6260 0.5026 3.8897
H 3.7059 2.0319 2.2640
H 3.4242 0.6871 1.0627
H 5.0400 1.1941 1.3360
H 4.7282 -1.6521 2.0329
H 5.7162 -1.3084 3.3260
C 0.5837 -4.5004 0.9173
O 1.3038 -3.7910 -0.1247
C 2.5190 -3.2835 0.5098
C 3.4517 -2.8626 -0.5772
C 4.2435 -4.1320 -1.0835
N 4.3318 -1.8201 -0.0510
H 1.2124 -5.3544 1.1935
H -0.3645 -4.8189 0.4639
H 0.6095 -3.9187 1.8202
H 2.2768 -2.5128 1.2366
H 2.9175 -4.0711 1.0252
H 2.8412 -2.5727 -1.4249
H 3.4574 -4.7374 -1.3842
H 4.8675 -4.6195 -0.3089
H 4.8209 -3.8389 -1.9718
H 5.2622 -1.8819 -0.4823
H 4.0098 -0.9183 -0.3456
N 1.0422 4.1609 3.4878
C 0.0906 4.0694 2.5184
N -1.1477 4.5571 2.8749
O 0.3776 3.6236 1.4353
H 1.8488 3.5911 3.3759
H 0.7896 4.5638 4.3623
H -1.3418 4.6283 3.8649
H -1.9027 4.1261 2.3806
N -0.8356 0.5470 2.8255
C -1.1144 -0.6862 2.2393
N -2.4601 -0.8911 2.0451
O -0.1725 -1.4227 1.8879
H -1.5672 1.2042 2.7188
H 0.0791 0.8129 3.1337
H -3.2034 -0.2914 2.4161
H -2.7885 -1.7105 1.5696
N -1.6107 2.2597 -0.3308
C -2.6302 1.9706 0.5557
N -3.6642 1.2969 0.0479
O -2.6321 2.3863 1.6925
H -0.8395 2.7844 0.0438
H -1.4264 1.8295 -1.2891
H -3.4489 0.8807 -0.8517
H -4.2979 0.7444 0.5460
N -1.0158 -0.8428 -5.8641
C -0.4307 -0.6715 -4.5723
N 0.6313 0.2061 -4.4867
O -0.9767 -1.2301 -3.6923
H -0.8919 -0.1092 -6.5188
H -1.8083 -1.4648 -5.8280
H 0.9322 0.4978 -3.5658
H 0.9107 0.8323 -5.2403
N 0.2110 -0.8576 -1.0638
C 0.7581 0.3665 -0.8614
N 1.1834 0.6693 0.3989
O 0.8404 1.1907 -1.7814
H 0.0067 -1.0057 -2.0269
H 0.4110 -1.6941 -0.4984
H 1.1972 1.6711 0.5305
H 0.7510 0.1367 1.1153
*
```

## Properties
**SMILES**: COC[C@H](C)N.COC[C@H](C)N.COC[C@H](C)N.COC[C@H](C)N.NC(N)=O.NC(N)=O.NC(N)=O.NC(N)=O.NC(N)=O
**Kohn-Sham gap**: 9.0 eV
**HOMO level**: -8.45 eV
**Lowest unoccupied orbital energy**: 0.020 Ha

***

(3)
Entry from OMol25: a 11-piece molecular cluster, C21H64O11 overall at a distorted geometry (ωB97M-V with the def2-TZVPD basis set).

The geometry in ORCA input format:
```
! RIJCOSX wB97M-V def2-TZVPD def2/J DEFGRID3
* xyz 0 1
C 1.5346 4.3042 -2.8592
C 1.6610 2.8698 -2.2684
C 3.0619 2.5558 -1.8235
O 0.6913 2.6792 -1.1931
H 2.2575 4.3647 -3.7023
H 1.7668 4.9936 -2.0240
H 0.5325 4.4780 -3.1872
H 1.3917 2.1498 -3.0970
H 3.1101 1.5151 -1.3867
H 3.4234 3.2497 -1.0847
H 3.6883 2.6541 -2.6932
H 0.9989 1.9220 -0.6472
C -2.7969 2.5909 2.4494
C -3.4680 3.2525 1.2667
C -2.6826 3.4373 0.0054
O -4.7414 2.6010 0.9748
H -1.8750 3.1476 2.7430
H -2.6115 1.5663 2.1774
H -3.5838 2.6096 3.2423
H -3.7145 4.2786 1.5054
H -1.9240 2.6360 -0.0929
H -2.1257 4.3563 0.0982
H -3.3474 3.4425 -0.8800
H -4.4904 1.7086 0.8210
C 4.2749 0.0004 3.1767
C 3.8350 1.4329 3.7024
C 4.6717 2.5500 3.1064
O 2.4398 1.5656 3.2854
H 5.3297 -0.2011 3.2886
H 4.1853 0.1190 2.0732
H 3.5686 -0.7895 3.4272
H 3.8819 1.4431 4.7751
H 5.7345 2.3859 3.2979
H 4.4039 3.5100 3.4782
H 4.5222 2.4485 1.9910
H 2.3791 2.4014 2.7635
C 0.9017 -1.5691 -4.5202
C 1.5698 -0.3125 -3.9769
C 2.9996 -0.4970 -3.5994
O 1.6429 0.7433 -4.9891
H 1.5319 -1.9541 -5.3728
H -0.1638 -1.5061 -4.7872
H 0.9010 -2.3405 -3.6692
H 0.9892 0.0351 -3.1032
H 3.5636 -0.8561 -4.4741
H 3.0217 -1.2564 -2.8356
H 3.5882 0.3680 -3.1707
H 0.7077 1.0773 -5.0567
C -0.8651 -1.5727 -0.9720
C -0.4192 -0.4178 -0.0695
C -0.6444 -0.6622 1.4346
O 0.9661 -0.1700 -0.3016
H -0.9080 -1.1924 -1.9631
H -1.9581 -1.7763 -0.7212
H -0.2562 -2.4604 -0.9847
H -0.9687 0.4621 -0.3737
H -1.6950 -0.6494 1.6983
H -0.0919 0.0449 2.0739
H -0.2473 -1.6687 1.7063
H 1.3856 -1.0279 -0.4993
C -1.9016 -4.9225 3.1757
O -1.7513 -3.5862 2.6708
H -2.0893 -5.0974 4.2565
H -2.8343 -5.4081 2.6640
H -1.0872 -5.6151 2.8542
H -1.3904 -3.1340 3.4417
C -5.1033 -0.0493 -1.2582
O -4.0609 0.0543 -0.2598
H -5.0447 0.8325 -1.8831
H -4.9428 -0.8562 -2.0314
H -6.0892 -0.1634 -0.8220
H -4.0826 -0.6381 0.3742
C -1.5803 1.7169 -3.4307
O -1.5717 0.8535 -4.6155
H -2.1959 2.5991 -3.6092
H -1.8850 1.1370 -2.5659
H -0.5613 2.0743 -3.1655
H -2.0937 1.3736 -5.2543
C 1.7981 -4.3177 2.9300
O 1.7409 -4.4861 1.5180
H 1.7508 -3.2770 3.2052
H 0.9377 -4.7942 3.3940
H 2.6757 -4.7415 3.3479
H 1.0321 -5.1425 1.3754
C 3.6646 -1.8017 0.2803
O 2.5994 -2.4561 -0.4782
H 3.2338 -1.3861 1.1838
H 4.4276 -2.5256 0.5326
H 3.9544 -1.0108 -0.3708
H 2.3626 -3.2564 0.0343
C -5.6177 -2.1538 2.4794
O -4.5418 -2.1318 1.5589
H -6.2510 -3.0217 2.2430
H -5.2067 -2.3454 3.4725
H -6.0921 -1.1586 2.5117
H -3.7376 -2.2339 2.0575
*
```

## Properties
**SMILES**: CC(C)O.CC(C)O.CC(C)O.CC(C)O.CC(C)O.CO.CO.CO.CO.CO.CO
**Kohn-Sham gap**: 9.5 eV
**HOMO level**: -9.30 eV
**Lowest unoccupied orbital energy**: 0.007 Ha

***

(4)
Entry from OMol25: a 13-piece molecular cluster, C21H68N10O13 overall at a distorted geometry (ωB97M-V with the def2-TZVPD basis set).

The geometry in ORCA input format:
```
! RIJCOSX wB97M-V def2-TZVPD def2/J DEFGRID3
* xyz 0 1
C 0.3942 -4.1887 0.7696
O 1.7858 -4.4404 0.8614
H -0.2495 -5.0736 0.4525
H 0.2491 -3.2484 0.2405
H -0.0578 -4.0131 1.7846
H 2.1340 -4.1002 1.6952
C 4.5072 -2.8584 -0.6772
O 5.1381 -1.8602 0.1047
H 5.1297 -3.7595 -0.7238
H 4.3153 -2.4390 -1.6749
H 3.5117 -3.0005 -0.4543
H 5.5740 -1.3128 -0.5210
C -4.5977 -2.9351 -1.2303
O -4.1490 -4.0906 -0.5123
H -3.8558 -2.1655 -1.3581
H -5.3254 -2.4521 -0.6337
H -5.0086 -3.2264 -2.1754
H -3.3557 -3.8922 -0.0403
C 1.8017 1.9395 -4.2218
O 2.2065 3.1585 -3.6771
H 1.0879 1.8561 -4.9958
H 1.4412 1.4197 -3.3277
H 2.6220 1.2842 -4.5528
H 2.7710 3.0685 -2.9390
C 2.1425 -1.4567 1.8453
O 0.7716 -1.1630 1.7805
N 3.0240 -0.6402 1.3876
N 2.7910 -2.4254 2.4598
H 2.6084 0.1706 0.8404
H 3.9386 -1.0010 1.1177
H 2.3974 -3.1110 3.0542
H 3.8461 -2.4608 2.4031
C 1.4019 2.5833 -0.5430
O 2.0916 1.5546 0.1472
N 0.1860 2.4321 -0.9900
N 1.9896 3.7394 -0.7887
H -0.0628 1.4529 -0.8299
H -0.4396 3.0377 -1.6020
H 2.9592 3.8274 -0.5051
H 1.5639 4.4751 -1.4092
C -5.5781 0.4866 -2.2682
O -6.1636 0.5751 -3.5664
N -4.4709 1.0832 -1.9601
N -6.1869 -0.0346 -1.2335
H -3.9927 1.5903 -2.7063
H -3.9311 0.7970 -1.1116
H -7.1712 -0.3673 -1.3016
H -5.7014 -0.2214 -0.4033
C -2.4056 -2.9861 2.3512
O -2.4964 -2.8388 1.0182
N -1.6104 -2.3229 3.1107
N -3.0192 -3.9308 3.0130
H -0.8408 -1.8170 2.6763
H -1.6427 -2.4523 4.1015
H -3.8843 -4.4672 2.5738
H -3.0662 -3.9367 4.0518
C -1.9993 3.6446 -2.7114
O -2.6275 2.6701 -3.3981
N -0.6900 4.0112 -2.6890
N -2.5225 4.3954 -1.7945
H -0.0037 3.5505 -3.2871
H -0.4031 4.9283 -2.2741
H -3.5415 4.1560 -1.6810
H -2.1253 4.9211 -1.0262
C -2.7704 1.8556 0.7408
C -3.0996 0.4805 1.3241
C -3.5230 0.5131 2.7750
O -3.8793 -0.2666 0.7220
H -2.1170 2.5083 1.3271
H -3.7424 2.3413 0.6340
H -2.3210 1.8511 -0.2557
H -2.1796 -0.0263 1.2026
H -4.5482 0.7667 2.8991
H -2.9585 1.2933 3.3051
H -3.2599 -0.5011 3.2099
H -3.3113 -1.0403 0.6171
C 4.0202 0.2692 -1.8281
C 5.4730 0.6785 -1.5651
C 5.6541 1.3265 -0.2041
O 6.2506 -0.2368 -1.6326
H 3.8794 -0.3243 -2.7107
H 3.4692 1.2133 -1.9931
H 3.5403 -0.2279 -0.9960
H 5.8436 1.4971 -2.2426
H 6.6059 1.9560 -0.1541
H 5.7325 0.5207 0.5114
H 4.7950 2.0199 -0.0801
H 7.1152 0.2035 -1.5642
C -0.3844 0.5577 4.7805
C 0.7534 1.1933 4.0867
C 0.2540 1.9338 2.8310
O 1.5260 1.9178 4.7802
H -0.9728 0.0034 3.9799
H -0.9633 1.3120 5.3411
H -0.0229 -0.1792 5.4983
H 1.3930 0.3533 3.7723
H -0.2347 1.3705 2.0370
H 1.1957 2.3191 2.4098
H -0.3165 2.8292 3.0489
H 2.4347 1.8783 4.3950
C -1.3023 -0.3893 -2.5167
C -0.4590 -0.9099 -1.3918
C 0.9512 -1.3495 -1.8167
O -0.2768 -0.1012 -0.4815
H -1.8837 0.4486 -2.1969
H -2.0165 -1.1280 -2.8472
H -0.6742 -0.1011 -3.3618
H -1.0006 -1.7829 -0.9615
H 0.8903 -2.1285 -2.5956
H 1.5198 -1.6945 -0.9427
H 1.6213 -0.4918 -2.1059
H 0.0946 -0.6514 0.1707
*
```

## Properties
**Kohn-Sham gap**: 7.7 eV
**HOMO level**: -7.90 eV
**Lowest unoccupied orbital energy**: -0.006 Ha

***

Summary of ΔE to the lowest compared entry with this formula, charge and spin in kcal/mol
191.4 23.4 86.1 271.7
(order as listed above)